(1)
Below is 12 unconnected molecules or ions with the total composition C26H76O12, with properties calculated with wB97M-V/def2-TZVPD.

Each line ends with the Löwdin charge.
Cartesian coordinates (Å):
C  0.86817  -3.50102  1.35983  -0.05
C  0.42011  -4.92683  0.95821  -0.45
C  -0.51875  -5.62734  2.00116  -0.04
O  -0.21986  -5.05205  -0.29491  -0.06
H  -0.00686  -2.87466  1.53331  0.06
H  1.48297  -3.09310  0.55750  0.07
H  1.29812  -3.50347  2.36145  0.08
H  1.40351  -5.39094  0.88324  0.13
H  -0.31849  -5.39326  3.04673  0.06
H  -0.40536  -6.71137  1.99103  0.06
H  -1.56264  -5.35069  1.85329  0.06
H  -1.04019  -4.55488  -0.33356  0.02
C  3.88618  0.14390  0.46630  -0.03
C  3.42769  -0.70385  1.72492  -0.46
C  4.69520  -0.84596  2.61576  -0.06
O  2.40618  0.02598  2.30425  -0.05
H  4.79581  -0.35407  0.13062  0.07
H  4.09045  1.17690  0.74786  0.07
H  3.03280  0.10049  -0.21042  0.05
H  3.06301  -1.71321  1.53439  0.11
H  4.90589  0.11367  3.08779  0.07
H  5.59010  -1.20467  2.10727  0.07
H  4.57683  -1.44568  3.51822  0.07
H  1.69832  -0.01906  1.65732  0.04
C  4.96249  -1.79346  -2.62223  -0.07
C  4.10633  -2.95529  -2.18957  -0.50
C  2.77312  -2.95721  -2.94246  -0.05
O  4.67991  -4.21231  -2.49597  -0.05
H  4.51240  -0.84198  -2.33900  0.06
H  5.18284  -1.82136  -3.68936  0.08
H  5.92560  -1.77930  -2.11204  0.08
H  3.94793  -2.89928  -1.11260  0.13
H  2.06456  -2.16640  -2.69614  0.07
H  2.37739  -3.94030  -2.68743  0.08
H  2.97221  -3.10757  -4.00352  0.08
H  4.85136  -4.13420  -3.43731  0.08
C  -4.38167  1.23998  3.64822  -0.06
C  -4.22107  1.99502  2.36265  -0.51
C  -5.30674  1.63138  1.29988  -0.05
O  -4.38909  3.34151  2.65833  -0.06
H  -3.41132  1.22120  4.14438  0.06
H  -4.54642  0.18109  3.44902  0.08
H  -5.12000  1.58056  4.37415  0.09
H  -3.24362  1.81497  1.91513  0.12
H  -4.97541  0.77485  0.71278  0.06
H  -5.25971  2.34865  0.48049  0.06
H  -6.35340  1.60874  1.60332  0.08
H  -5.33591  3.47288  2.74708  0.09
C  -2.37843  -2.99569  -2.41881  -0.04
C  -2.53404  -2.76843  -0.94627  -0.50
C  -3.74917  -1.92171  -0.73533  -0.07
O  -2.75808  -3.88491  -0.14998  -0.06
H  -2.29042  -2.04394  -2.94275  0.06
H  -3.17340  -3.60795  -2.84457  0.09
H  -1.50834  -3.56916  -2.73848  0.08
H  -1.76357  -2.19552  -0.43028  0.13
H  -4.08577  -1.31724  -1.57761  0.07
H  -3.68231  -1.28377  0.14595  0.07
H  -4.64439  -2.49811  -0.50202  0.08
H  -3.37080  -4.56582  -0.43729  0.12
C  4.14101  3.56159  -0.53518  -0.10
C  2.56714  3.38414  -0.47557  -0.46
C  2.03359  4.58651  0.21987  -0.11
O  2.00981  3.24408  -1.80878  -0.22
H  4.31251  4.38721  -1.22586  0.06
H  4.77731  2.72724  -0.83028  0.06
H  4.56732  3.86748  0.42022  0.06
H  2.27879  2.47111  0.04533  0.10
H  0.96552  4.38077  0.29066  0.06
H  2.10713  5.53259  -0.31644  0.07
H  2.48480  4.66649  1.20887  0.08
H  2.22773  3.98747  -2.37578  0.03
C  -3.61774  1.91594  -2.19801  -0.06
C  -3.44995  1.51735  -3.72317  -0.46
C  -2.02270  0.94850  -3.87483  -0.07
O  -4.44960  0.55629  -4.00337  -0.08
H  -4.47985  2.56982  -2.06653  0.06
H  -2.79201  2.53079  -1.83991  0.04
H  -3.88297  1.08656  -1.54235  0.05
H  -3.60198  2.39796  -4.34727  0.12
H  -1.64066  1.02422  -4.89288  0.06
H  -1.78627  -0.04337  -3.48962  0.05
H  -1.34602  1.54429  -3.26228  0.06
H  -5.01224  0.91147  -4.69538  0.08
C  -0.66016  -1.02140  4.21613  -0.17
O  -0.97486  -2.35684  4.58651  -0.12
H  0.29253  -0.73333  4.66054  0.08
H  -0.46667  -0.89703  3.15067  0.06
H  -1.48373  -0.38314  4.53620  0.07
H  -1.75559  -2.48932  4.04383  0.06
C  -1.95383  4.50494  -0.35728  -0.24
O  -2.02909  3.32418  0.36845  -0.13
H  -0.95470  4.55741  -0.78984  0.06
H  -2.61500  4.62530  -1.21546  0.05
H  -2.25363  5.35758  0.25200  0.07
H  -2.90464  3.15475  0.72384  0.03
C  2.93141  0.98928  -3.82014  -0.21
O  2.27621  0.60215  -2.63001  -0.16
H  2.34992  1.57420  -4.53275  0.06
H  3.72608  1.67055  -3.51604  0.06
H  3.39668  0.17910  -4.38161  0.07
H  2.01850  1.37844  -2.12745  0.02
C  -0.38270  0.60243  0.21093  -0.13
O  0.45108  -0.53572  0.05818  -0.13
H  -1.17033  0.53763  0.96162  0.07
H  0.16147  1.50136  0.50065  0.06
H  -0.69702  0.89414  -0.79117  0.08
H  0.86752  -0.52048  -0.80667  0.06
C  0.57181  2.16763  4.01872  -0.15
O  -0.08828  2.92558  5.06820  -0.13
H  1.13409  2.80806  3.33917  0.07
H  1.24994  1.46935  4.50925  0.07
H  -0.12399  1.64384  3.36326  0.05
H  -0.74593  3.46810  4.62688  0.06

Computed properties:
- spin multiplicity = 2
- HOMO-LUMO gap (spin up / spin down) (eV) = 1.63 / 9.77
- E_tot (eV) = -52758.953
- net charge = -1

=====

(2)
Below is 2 unconnected molecules or ions with the total composition C3H5NO2, with properties calculated with wB97M-V/def2-TZVPD.

Each line ends with the Löwdin charge.
Cartesian coordinates (Å):
O  1.54523  -0.04241  -0.75972  -0.02
C  0.48346  -0.50843  -0.00051  -0.35
C  0.36062  0.12049  1.29780  -0.19
N  -0.80240  0.34847  0.48666  -0.03
C  -0.96400  0.87049  -1.74153  -0.01
O  -2.09445  0.91703  -1.88216  0.03
H  1.62431  -0.49250  -1.61503  0.10
H  0.22908  -1.53688  -0.23028  0.14
H  0.27814  -0.53458  2.14688  0.11
H  0.94749  1.02494  1.41470  0.12
H  -1.60748  -0.16662  0.88318  0.10

Computed properties:
- energy above the lowest of the compared OMol25 structures with the same formula, charge and spin (kcal/mol) = 78.9
- HOMO-LUMO gap (eV) = 10.14
- E_tot (eV) = -8774.274

=====

(3)
Below is 9 unconnected molecules or ions with the total composition C22H44F2N8O19Si, with properties calculated with wB97M-V/def2-TZVPD.

Each line ends with the Löwdin charge.
Cartesian coordinates (Å):
C  4.27841  -2.37957  2.50596  -0.05
C  3.10477  -1.41893  2.34927  -0.19
O  3.26740  -0.66761  1.11608  0.01
C  2.14901  -0.47181  0.40015  -0.56
O  1.56370  -1.32072  -0.19184  0.18
O  1.79106  0.83475  0.25985  0.14
C  1.65718  1.67245  1.37193  -0.56
F  2.85002  1.89100  1.98063  0.13
F  1.28007  2.85400  0.82355  0.12
C  0.58917  1.21818  2.34001  -0.11
C  -0.79394  1.44564  1.72622  -0.22
Si  -2.20663  0.39765  2.42251  0.60
C  -3.73727  0.83580  1.45593  -0.16
C  -2.46264  0.74269  4.25377  -0.15
C  -1.71124  -1.39606  2.10045  -0.22
C  -2.31790  -2.13394  1.07096  -0.08
C  -1.91697  -3.43984  0.77769  -0.07
C  -0.90423  -4.04764  1.51791  -0.08
C  -0.31171  -3.34583  2.56684  -0.10
C  -0.71428  -2.04185  2.85461  -0.12
H  5.07693  -2.09011  1.82438  0.08
H  4.65376  -2.36596  3.52687  0.08
H  3.97384  -3.39024  2.23633  0.08
H  3.03725  -0.70361  3.16848  0.12
H  2.17329  -1.98314  2.27762  0.10
H  0.71827  1.83250  3.23537  0.14
H  0.76040  0.18533  2.64370  0.09
H  -0.72354  1.24019  0.65784  0.06
H  -1.07542  2.49294  1.86623  0.08
H  -3.70427  0.41380  0.45242  0.00
H  -3.75416  1.91997  1.31787  0.03
H  -4.62083  0.49409  1.98772  0.01
H  -3.50725  1.00903  4.42387  0.03
H  -1.86636  1.60177  4.57292  0.03
H  -2.19658  -0.10918  4.87889  0.03
H  -3.10795  -1.70088  0.46880  0.07
H  -2.40133  -3.97820  -0.02735  0.10
H  -0.59366  -5.05480  1.27278  0.10
H  0.46990  -3.81905  3.15102  0.10
H  -0.25240  -1.51649  3.68651  0.10
C  3.72071  -2.05198  -2.25247  0.04
N  4.37304  -2.39845  -3.54036  -0.44
O  5.29416  -3.18882  -3.52914  0.06
O  3.92696  -1.86853  -4.53920  0.05
H  4.21471  -2.59938  -1.45906  0.10
H  3.81481  -0.98025  -2.11380  0.08
H  2.67849  -2.33415  -2.33210  0.07
C  -1.05851  -0.33360  -2.85908  0.06
N  -2.10283  0.12647  -1.90466  -0.41
O  -1.82040  1.03443  -1.14926  0.05
O  -3.17335  -0.44617  -1.93110  0.05
H  -0.16660  0.26294  -2.71314  0.06
H  -0.87331  -1.38254  -2.64444  0.10
H  -1.46289  -0.21114  -3.85940  0.11
C  3.82048  1.59112  -3.46643  0.04
N  2.36067  1.78406  -3.68562  -0.42
O  1.96863  2.88201  -4.01586  0.08
O  1.64692  0.81445  -3.51138  0.04
H  4.32692  2.52620  -3.64806  0.07
H  3.94867  1.27476  -2.43594  0.09
H  4.14976  0.81644  -4.15401  0.09
C  -6.70566  -1.44153  0.50552  0.06
N  -6.45205  -1.99723  1.86440  -0.44
O  -6.68462  -3.17151  2.05983  0.06
O  -6.02060  -1.21649  2.68365  0.05
H  -7.08456  -2.23838  -0.12314  0.09
H  -7.42479  -0.63607  0.61817  0.10
H  -5.76220  -1.04881  0.13564  0.08
C  1.92761  -5.29124  -4.48161  0.06
N  1.06997  -5.04390  -3.28803  -0.44
O  1.49287  -4.29903  -2.42638  0.06
O  -0.00149  -5.60681  -3.25741  0.07
H  2.84702  -4.72872  -4.37202  0.08
H  2.11705  -6.35924  -4.52376  0.10
H  1.36580  -4.96928  -5.35274  0.10
C  -6.61842  4.30138  2.24135  0.05
N  -6.64880  2.81442  2.16719  -0.44
O  -6.94055  2.19626  3.16901  0.07
O  -6.35316  2.32087  1.10024  0.05
H  -6.89189  4.59659  3.24703  0.09
H  -5.60874  4.61675  1.98958  0.07
H  -7.32635  4.67396  1.50752  0.10
C  -1.42466  5.02976  -0.07701  0.06
N  -2.30251  5.37960  1.07481  -0.44
O  -1.99031  6.32413  1.76605  0.08
O  -3.28310  4.68204  1.24794  0.04
H  -0.59802  5.72889  -0.10265  0.10
H  -1.08056  4.01092  0.08223  0.08
H  -2.03085  5.09093  -0.97542  0.10
C  8.66078  2.63026  -2.41809  0.05
N  7.27242  2.24664  -2.79097  -0.44
O  7.10615  1.19748  -3.37584  0.07
O  6.38566  3.01515  -2.47915  0.06
H  9.33071  1.85082  -2.75948  0.10
H  8.87177  3.58048  -2.89866  0.10
H  8.68512  2.73669  -1.33804  0.10

Computed properties:
- HOMO-LUMO gap (eV) = 8.71
- SMILES = CCOC(=O)OC(F)(F)CC[Si](C)(C)c1ccccc1.C[N+](=O)[O-].C[N+](=O)[O-].C[N+](=O)[O-].C[N+](=O)[O-].C[N+](=O)[O-].C[N+](=O)[O-].C[N+](=O)[O-].C[N+](=O)[O-]
- E_tot (eV) = -87642.932